Density functional theory data (wB97M-V/def2-TZVPD) for one molecule with the formula C6H10 in a non-equilibrium geometry.

The geometry in XYZ format:
```
16
Properties=species:S:1:pos:R:3:nbo_charge:R:1
C -1.350 1.229 0.912 -0.1775
H 2.656 -1.786 0.680 0.2182
C -0.692 0.609 -0.280 -0.4765
H -3.227 2.023 1.500 0.1779
H 2.009 -2.729 -0.678 0.2154
H -1.523 0.134 -0.940 0.2127
H -0.340 1.359 -0.877 0.2188
C -2.605 1.681 0.836 -0.3627
C 1.331 -0.712 -0.792 -0.1948
H -0.820 1.177 1.893 0.2030
H 0.052 -1.052 1.044 0.2133
H 3.344 -1.536 -1.068 0.2035
H 1.638 -0.116 -1.679 0.2118
H -3.163 1.998 -0.215 0.1694
C 0.298 -0.531 0.051 -0.1878
C 2.392 -1.749 -0.387 -0.6447
```

Properties
LUMO energy = 1.2716 eV
Kohn-Sham gap = 0.377 Eh
Maximum force = 6.59 eV/A
Energy = -234.50230 hartree
Structure (SMILES) = C=CC/C=C/C
Relative energy (zero: lowest compared OMol25 entry of this formula, charge and spin) = 263.10 kJ/mol